Molecular formula: C25H29N3O4
Method: DFT, wB97M-V/def2-TZVPD

Each line ends with the Löwdin charge.
Cartesian coordinates (Å):
H 2.0963 8.5666 -4.7578  0.09
H -1.3505 -0.9316 0.8639  0.12
O 0.7837 8.6881 -3.1548  -0.09
H 2.7262 4.6366 -2.3472  0.11
C 0.8862 -1.2862 -0.5254  -0.26
N 0.6753 1.0549 0.3535  -0.12
H -2.9246 -5.1344 1.3700  0.11
C 0.7445 -0.3676 0.6541  -0.23
C -3.4533 -7.1925 3.9990  -0.09
C 1.8796 5.2928 -2.2122  -0.02
H -1.9186 -8.2336 5.0680  0.10
H 2.7898 9.2128 -3.2430  0.09
H 2.7407 1.2748 0.4960  0.12
H 1.6421 -0.5016 1.2732  0.15
C 1.9302 6.5576 -2.7677  -0.02
H -4.2539 -7.5879 4.6068  0.10
N 0.7418 3.5393 -1.0082  -0.11
C -2.7104 -5.8166 2.1792  -0.03
C -0.4718 -0.8103 1.4989  -0.12
O 0.0699 -4.2848 2.0724  0.02
C -1.3930 -6.1790 2.4333  -0.20
C -0.5069 2.9837 -0.5378  -0.16
H 2.7747 3.5343 -0.5240  0.11
H -4.7562 -6.0350 2.7562  0.10
H 1.9891 -3.5783 -2.5715  0.10
O -1.3352 -3.3403 0.5632  0.10
H 2.1349 1.2309 -1.1802  0.13
H 2.8196 6.8528 -3.3024  0.10
H -0.5791 -5.5176 0.5545  0.13
C -0.3186 5.7209 -1.3896  -0.02
C -1.1161 -7.0474 3.4805  -0.04
H -0.6679 -0.0631 2.2704  0.13
H 1.6253 10.1830 -4.1777  0.09
H 1.6774 3.4530 0.8739  0.13
H -0.4566 -2.5055 -3.1161  0.12
C -0.2779 6.9788 -1.9526  -0.01
C -0.5661 -3.2461 1.4852  -0.57
C 0.8470 7.4188 -2.6452  -0.28
C 0.2368 -2.3041 -2.3242  -0.11
C -2.1425 -7.5552 4.2577  -0.09
H -1.1167 7.6505 -1.8574  0.12
H -1.3073 3.2750 -1.2193  0.12
O -0.1143 -1.3753 -1.4244  0.04
H -0.0930 -7.3282 3.6857  0.11
H 0.5094 -2.1563 2.7955  0.15
C 1.8843 -2.1582 -0.8542  -0.02
C 1.8377 3.1126 -0.1633  -0.15
C -3.7349 -6.3211 2.9603  -0.08
H -1.2026 5.4305 -0.8448  0.10
C 1.4588 -2.8219 -2.0301  -0.06
C -0.4036 1.4580 -0.5309  -0.16
N -0.2331 -2.0911 2.1159  0.09
C 0.7633 4.8442 -1.5061  -0.24
C 1.8915 9.1730 -3.8689  -0.10
H -0.7505 3.3286 0.4805  0.13
H -0.2347 1.1142 -1.5634  0.13
C -0.2796 -5.5930 1.6055  -0.12
H 2.8034 -2.3097 -0.3248  0.11
C 1.9238 1.5888 -0.1581  -0.16
H -1.3420 1.0379 -0.1716  0.12
H 0.6336 -6.1854 1.6961  0.13

Summary:
HOMO-LUMO gap ... 8.17 eV
Highest occupied orbital energy ... -7.41 eV
Structure (SMILES) ... COc1ccc(N2CCN([C@@H](CNC(=O)OCc3ccccc3)c3ccco3)CC2)cc1
LUMO ... 0.752 eV
Net charge ... 0

---

Molecular formula: C25H29N4O3S3SiTi
Method: DFT, wB97M-V/def2-TZVPD

Each line ends with the Löwdin charge.
Cartesian coordinates (Å):
O 0.8616 0.6300 -0.9195  -0.69
C -0.0882 1.2394 5.3398  -0.14
C -2.2171 3.3589 -1.3778  -0.01
C 0.1425 1.2649 6.8287  -0.52
H 3.4647 -0.1595 -3.7601  0.12
C 2.6709 1.7025 -2.9935  -0.24
H 4.1894 -0.5066 -1.0432  0.10
C -1.0309 -4.4888 -2.3296  -0.18
H -2.3766 -2.0409 -4.7018  0.02
C -0.5475 1.2444 2.5997  -0.36
H 3.0061 2.4120 -3.7501  0.12
H 0.2074 -1.5701 -4.0813  0.03
H 1.8688 3.0273 -1.4356  0.10
H 4.6393 0.8477 -2.9163  0.12
C 2.6620 2.3016 -1.6012  -0.28
C 1.4957 -1.9871 3.0763  -0.38
C 0.6241 -1.8634 2.0063  -1.04
C -2.7843 -2.4255 -3.7712  -0.18
C -1.7355 2.2348 -0.6664  -0.25
S -1.0592 -1.6068 2.1995  0.76
H 1.9660 0.8805 4.8207  0.13
Ti -0.6543 -0.4000 -0.0008  0.70
Si -1.4288 -2.6200 -2.4131  0.50
N 4.0111 -1.8633 2.6759  0.16
H 2.7041 -1.1333 -1.7469  0.04
O 0.5337 0.1273 7.3796  0.11
C -1.5987 1.4724 3.4909  -0.03
H -2.9832 -1.5186 -0.7362  0.03
C -1.3700 1.4660 4.8505  0.00
C -1.9396 -1.8716 -0.7466  -0.39
H 3.6222 2.7239 -1.3124  0.10
C 0.9654 1.0504 4.4512  -0.03
C -2.6534 3.2080 -2.6644  -0.06
H -2.9164 1.7671 -4.2577  0.11
C 2.8818 -1.9635 2.8667  -0.26
C 1.0529 -1.9187 4.3950  -0.19
H -2.0271 -0.1002 -2.9503  0.07
H -2.5938 1.6115 3.0883  0.12
H 1.5719 0.9106 2.3907  0.10
H 1.0535 -2.3985 -2.7859  0.02
C -1.2964 2.2960 0.6643  -0.08
S 1.2117 -1.9028 0.3755  0.71
C -2.5823 1.9323 -3.2479  -0.04
H -1.8943 -2.6949 -0.0195  -0.03
H -1.3323 3.2311 1.2214  0.15
S 2.3025 0.8572 -0.5272  1.00
H 0.5963 -0.6333 6.7413  0.03
C 0.1992 -1.7620 -3.0108  -0.19
H 0.3437 -0.8101 -2.4965  -0.03
H -0.7913 -4.8847 -3.3135  0.03
H -2.1887 1.6136 5.5390  0.13
H 1.6562 1.3824 -3.2437  0.11
H -3.5844 -1.7603 -3.4603  0.02
C -2.0868 0.8819 -2.5076  -0.11
H -3.2379 -3.3855 -3.9948  0.02
C 0.7466 1.0570 3.0854  -0.03
H -0.1855 -4.6928 -1.6776  0.02
H -3.0411 4.0451 -3.2225  0.11
N -0.8198 1.1972 1.2266  -0.10
H -1.8824 -5.0435 -1.9493  0.03
N 0.7149 -1.8031 5.4912  0.21
O -0.0352 2.2675 7.4708  0.11
C 3.3014 -0.2367 -1.6078  -0.30
N -1.6836 0.9877 -1.2412  -0.01
C 3.6055 0.5008 -2.9079  -0.21
H -2.2275 4.3183 -0.8837  0.12

Summary:
2S+1 ... 2
HOMO-LUMO gap (alpha / beta) ... 6.45 / 6.70 eV
Highest occupied orbital energy (alpha / beta) ... -7.12 / -8.20 eV
LUMO (alpha / beta) ... -0.671 / -1.493 eV
Net charge ... 0

---

Molecular formula: C25H29NO6
Method: DFT, wB97M-V/def2-TZVPD

Each line ends with the Löwdin charge.
Cartesian coordinates (Å):
H -2.9056 -2.0763 0.6025  0.11
O 3.0474 -2.0235 0.8261  0.08
C -5.3471 -0.7030 -0.2642  -0.11
H -2.1238 3.6677 -0.4660  0.09
H -5.6086 -2.5538 -1.2700  0.12
H 6.5435 -0.2454 -2.2134  0.09
C 7.0702 0.6790 -1.9786  -0.25
H -0.9105 -2.7924 2.2061  0.11
H 7.4831 1.0639 -2.9144  0.11
H 6.6353 2.6352 -1.2211  0.11
H 8.7339 1.3103 -0.7521  0.07
H 2.1828 0.1499 2.9894  0.13
H 8.9368 -0.2810 -1.4863  0.07
H -7.4895 1.3001 -1.8095  0.12
C 4.9301 -1.1838 -0.4916  -0.53
H -0.8841 -2.8122 0.4415  0.09
H 3.7398 0.3753 -1.3164  0.17
C 4.2921 0.2013 -0.3803  -0.19
H -8.9677 -0.8012 -1.5995  0.11
C 0.4687 1.3351 1.5085  -0.39
N 3.3734 0.2079 0.7426  0.13
C -1.7663 1.1335 0.7474  -0.12
H 3.0366 1.1084 1.0712  0.12
H -8.0321 0.9254 -0.1753  0.13
H 7.8606 -0.0825 -0.1085  0.05
C -4.0081 1.0931 0.0322  -0.15
C -0.5160 -0.8977 1.3002  -0.13
H 4.7901 2.1898 0.1917  0.12
C -7.4109 0.5681 -1.0030  -0.11
O -0.6704 1.8823 1.0421  0.14
C -4.0211 -0.3204 0.1222  -0.08
H 6.0265 1.0043 0.6083  0.11
C 1.7807 -0.6186 2.3279  -0.03
H -7.9542 -2.8409 -0.7237  0.11
C -7.4981 -1.8891 -0.4475  -0.19
C -6.0006 0.4502 -0.5510  -0.19
C 2.7991 -0.9014 1.2234  -0.45
C 5.3311 1.3119 -0.1719  -0.14
C 8.2190 0.3894 -1.0193  -0.10
H -3.8503 3.7106 -0.0545  0.08
H -7.4269 -1.0505 -2.4254  0.12
H 1.6046 -1.5326 2.8913  0.13
C 6.0847 1.7164 -1.4391  -0.20
C -7.8856 -0.8136 -1.4635  -0.19
C -2.8753 3.3442 0.2522  0.00
C -1.7377 -0.2770 0.8391  -0.09
O 1.4186 2.0737 1.7011  0.09
H 5.3563 1.9472 -2.2204  0.11
C -0.4116 -2.3896 1.3244  -0.01
C -2.8875 -1.0028 0.5231  0.06
C -2.8933 1.8523 0.3398  -0.10
O 4.8449 -1.8894 -1.4590  0.11
O 5.7038 -1.4681 0.5601  0.11
H -2.6115 3.7736 1.2170  0.09
C -5.9776 -2.0497 -0.3713  -0.13
H 0.6270 -2.7043 1.3289  0.07
H 6.0361 -2.3750 0.4794  0.14
O -5.2136 1.5520 -0.3773  0.12
H -5.7013 -2.6660 0.4870  0.12
C 0.5098 -0.1057 1.7123  -0.08
H -7.8800 -1.6047 0.5351  0.12

Summary:
HOMO-LUMO gap ... 8.19 eV
Highest occupied orbital energy ... -8.19 eV
Structure (SMILES) ... CCCC[C@H](NC(=O)Cc1c(C)c2cc3c4c(oc3c(C)c2oc1=O)CCCC4)C(=O)O
LUMO ... 0.005 eV
Net charge ... 0

---

ΔE to the lowest compared entry with this formula, charge and spin (computed, kJ/mol): 321.9 54.4 39.8
Strongest force on any atom (computed, eV/A): 1.21 1.52 1.22